(1)
52
Properties=species:S:1:pos:R:3 method="wB97M-V/def2-TZVPD" charge=-1 energy_ha=-2602.2023 homo_energy_ev="-1.90 / -3.90" relative_energy_kcal_mol=15.8 multiplicity=3 s2=2.009 orbital_gap_ev="4.044 / 6.013"
Pt -1.16824 -9.01396 -14.66889
S 1.57867 -9.04819 -11.21462
C 0.83873 -9.34813 -12.63694
S 1.05047 -8.87723 -14.33430
S -0.56586 -10.39951 -12.82099
N -3.13413 -9.08762 -15.50701
C -3.88485 -7.89722 -14.98836
C -3.86392 -7.94341 -13.46088
N -2.44356 -8.05279 -13.01056
H -3.09779 -9.13938 -16.50593
H -3.61708 -9.93988 -15.20859
H -4.90102 -7.92882 -15.45651
H -3.36826 -7.00264 -15.41714
H -4.43237 -8.80444 -13.07163
H -4.39752 -7.05331 -13.04554
H -2.29009 -8.76326 -12.25508
H -2.01760 -7.17069 -12.76865
O -0.70138 -8.94754 -16.71117
Si 0.37703 -8.43354 -17.85619
C -0.22418 -9.33266 -19.46932
C 0.41894 -9.30417 -20.74440
C -0.11072 -9.99408 -21.85516
C -1.33115 -10.66094 -21.73353
C -2.04379 -10.59450 -20.49221
C -1.38816 -10.08758 -19.35273
C 0.35536 -6.54297 -18.05744
C 0.63365 -5.61655 -17.03452
C 0.36664 -4.27059 -17.21525
C -0.23074 -3.83505 -18.40551
C -0.58737 -4.74854 -19.41434
C -0.19272 -6.08359 -19.25828
C 2.16951 -8.89134 -17.73640
C 2.50522 -10.19689 -18.07013
C 3.85628 -10.58455 -18.18795
C 4.87455 -9.63370 -18.06470
C 4.59354 -8.32699 -17.62134
C 3.25806 -7.94034 -17.54445
H 1.39046 -8.74343 -20.82688
H 0.50013 -9.98243 -22.73018
H -1.80601 -11.16667 -22.54512
H -3.05599 -10.97370 -20.45938
H -1.77507 -10.34488 -18.33599
H 1.12043 -5.98580 -16.14874
H 0.55907 -3.56306 -16.39801
H -0.44353 -2.76025 -18.59835
H -1.07515 -4.40120 -20.31800
H -0.31305 -6.74916 -20.09878
H 1.73684 -10.94387 -18.26327
H 4.12060 -11.61563 -18.41371
H 5.91682 -9.92846 -18.25901
H 5.33626 -7.57468 -17.40511
H 2.99433 -6.89688 -17.42201

(2)
50
Properties=species:S:1:pos:R:3 method="wB97M-V/def2-TZVPD" energy_ha=-1204.0278 homo_energy_ev=-7.86 relative_energy_kcal_mol=59.7 smiles="Cc1ccc2c(c1)COc1c3ccc(C(=O)N[C@@H](CO)C(C)C)cc3nn1-2" orbital_gap_ev=7.946
C 8.15472 1.68040 0.39225
C 6.75265 1.16565 0.28558
C 5.66670 2.03256 0.32838
C 4.37213 1.56062 0.21970
C 4.16226 0.20141 0.04953
C 5.23582 -0.68895 -0.00679
C 6.52105 -0.19695 0.11974
C 4.93764 -2.14398 -0.25092
O 3.68063 -2.55888 0.27272
C 2.67511 -1.68190 0.09547
C 1.29623 -1.87007 0.06915
C 0.42660 -2.97244 0.13910
C -0.91261 -2.73492 0.05497
C -1.43528 -1.42193 -0.08258
C -2.92088 -1.30535 -0.17667
O -3.61609 -2.16885 -0.67423
N -3.43291 -0.16518 0.35028
C -4.84581 0.14230 0.33905
C -5.33693 0.36762 1.78497
O -6.63116 -0.11672 2.02543
C -5.11543 1.34317 -0.59127
C -4.63095 1.02661 -2.00523
C -6.59680 1.71687 -0.62622
C -0.60907 -0.32910 -0.16796
C 0.77784 -0.53871 -0.09105
N 1.75952 0.36163 -0.14790
N 2.88713 -0.35002 -0.02983
H 8.76584 1.01390 0.99681
H 8.60563 1.74006 -0.59858
H 8.17184 2.67346 0.83322
H 5.83635 3.09134 0.45489
H 3.51765 2.21604 0.26146
H 7.35641 -0.88093 0.08025
H 5.67796 -2.78835 0.22824
H 4.95352 -2.34175 -1.33664
H 0.82494 -3.96899 0.24965
H -1.62477 -3.54496 0.08600
H -2.81457 0.50562 0.77631
H -5.33776 -0.75305 -0.06012
H -5.26548 1.43620 2.04337
H -4.69412 -0.19249 2.46942
H -7.23759 0.27227 1.38582
H -4.54753 2.20077 -0.20774
H -3.56971 0.79217 -2.01178
H -4.79859 1.87694 -2.66232
H -5.16772 0.16852 -2.40236
H -7.19898 0.85714 -0.91428
H -6.93918 2.09548 0.33458
H -6.75961 2.50142 -1.36228
H -0.97666 0.67430 -0.31956

(3)
50
Properties=species:S:1:pos:R:3 method="wB97M-V/def2-TZVPD" energy_ha=-1203.5811 homo_energy_ev=-8.02 relative_energy_kcal_mol=339.9 smiles="CC(=O)c1cccc(NC(=O)N2CCC[C@H]2C(=O)Nc2ccccc2C)c1" orbital_gap_ev=8.262
C -5.97025 1.57314 -2.31016
C -5.04252 2.12783 -3.29324
O -5.39923 2.58144 -4.28647
C -3.55756 2.04593 -2.80455
C -2.55667 2.47959 -3.55921
C -1.26786 2.48685 -3.19093
C -0.63444 2.17874 -2.03650
C -1.69016 1.55303 -1.17650
N -1.47917 0.89874 -0.06085
C -0.29016 0.91044 0.78720
O 0.75273 1.09275 0.16821
N -0.14119 0.33909 1.94617
C -1.37126 -0.10247 2.53372
C -0.76781 -0.64218 3.97251
C 0.48742 0.20653 4.23578
C 1.07358 0.29279 2.88984
C 1.89648 -0.92158 2.45969
O 1.72149 -2.17966 3.26020
N 2.25646 -0.90412 1.12590
C 3.19980 -1.87283 0.27295
C 3.34626 -3.09305 1.10294
C 4.37372 -3.92530 0.27318
C 4.73440 -3.56059 -1.03581
C 4.30919 -2.42480 -1.43444
C 3.57920 -1.62053 -0.85082
C 3.25396 -0.11790 -1.40157
C -3.14606 1.38649 -1.70579
H -6.96821 1.63427 -2.95493
H -6.09264 1.94798 -1.29593
H -5.65474 0.41708 -1.98132
H -2.86981 2.98979 -4.60468
H -0.49895 3.03121 -3.65220
H 0.19041 1.97854 -1.55495
H -2.38383 0.72261 0.51612
H -1.89424 -0.92930 2.04880
H -2.06666 0.60786 2.97747
H -1.70274 -0.56989 4.87441
H -0.49710 -1.76819 3.89205
H 1.13951 -0.49755 4.81593
H 0.41078 1.25972 4.71332
H 1.53701 1.15375 2.66162
H 2.14309 0.08158 0.54382
H 3.17497 -3.32359 2.12914
H 4.49389 -4.93211 0.73569
H 5.44206 -4.08506 -1.51011
H 4.65166 -2.26236 -2.52840
H 3.76212 0.60828 -0.93025
H 3.76461 -0.10125 -2.47096
H 2.10986 0.07966 -1.33195
H -3.86141 1.16861 -0.97415

| no. | strongest force on any atom (eV Å⁻¹) |
| --- | --- |
| 1 | 3.5 |
| 2 | 1.2 |
| 3 | 19.6 |